Entry 1:
Below is a cluster of 2 separate species, C24H20FNO2 in total in a non-equilibrium geometry, with properties calculated with wB97M-V/def2-TZVPD.

As for the HOMO-LUMO gap: 0.1892 hartree. As for the LUMO energy: -2.10 eV. The value obtained for the molar mass is 373.43 g mol⁻¹.

```
! RIJCOSX wB97M-V def2-TZVPD def2/J DEFGRID3
* xyz 0 1
C 4.5515 -0.2917 3.4671
C 3.2491 0.3790 3.8054
O 2.2407 -0.2513 2.9560
C 1.0285 0.3504 2.9930
C 0.0030 -0.4661 2.3268
C -1.3815 -0.3800 2.7095
C -1.8850 0.7650 3.3812
C -3.2337 0.8676 3.7073
C -4.1064 -0.1879 3.4126
C -3.6383 -1.3107 2.7216
C -2.2957 -1.4131 2.3676
C 0.5154 -1.5818 1.6671
N 0.9038 -2.5100 1.0552
O 0.8667 1.4603 3.4955
H 5.3459 0.1107 4.1015
H 4.4898 -1.3714 3.6343
H 4.8307 -0.1117 2.4225
H 2.9714 0.2044 4.8543
H 3.2854 1.4568 3.6028
H -1.1813 1.5568 3.6356
H -3.5895 1.7703 4.2080
H -5.1502 -0.1322 3.7260
H -4.3200 -2.1232 2.4595
H -1.9261 -2.2941 1.8340
F 4.4004 -0.2456 -2.6238
C 3.7124 0.4573 -1.6573
C 4.4098 1.4203 -0.9278
C 3.7078 2.1284 0.0584
C 2.3928 1.8154 0.3420
C 1.6804 0.8265 -0.4019
C 0.3299 0.5979 -0.0052
C -0.7171 -0.0040 -0.7799
C -2.0255 0.5188 -0.5859
C -3.0892 0.1219 -1.3783
C -2.8722 -0.8002 -2.4152
C -1.6038 -1.3722 -2.5943
C -0.5562 -1.0451 -1.7305
C 2.3598 0.1996 -1.4843
H 5.4572 1.6268 -1.1438
H 4.1980 2.9275 0.6200
H 1.8612 2.3477 1.1355
H -0.0195 1.2937 0.7696
H -2.1666 1.2686 0.1949
H -4.0780 0.5465 -1.1967
H -3.6975 -1.0704 -3.0789
H -1.4332 -2.0812 -3.4113
H 0.3828 -1.6001 -1.7704
H 1.8448 -0.4648 -2.1739
*
```

natural (NBO) population analysis, charges in e, atoms 1 to 5:
1. C -0.63
2. C -0.07
3. O -0.51
4. C 0.78
5. C -0.35

Entry 2:
Below is a structure of composition C3H7Br2OP in a non-equilibrium geometry, with properties calculated with wB97M-V/def2-TZVPD.

As for the HOMO-LUMO gap: 0.3448 hartree. The calculation puts the energy relative to the best compared isomer or geometry (same formula, charge and spin) at 2.7737 eV. As for the LUMO energy: 0.46 eV. The value obtained for the molar mass is 249.87 g mol⁻¹.

```
! RIJCOSX wB97M-V def2-TZVPD def2/J DEFGRID3
* xyz 0 1
C 2.4987 -1.0999 -0.5689
C -3.6850 -0.4718 0.4933
C 1.7652 1.7585 0.1521
O -0.0178 -0.3045 -0.4930
P 1.3104 0.2397 -0.2300
Br -3.9403 1.4032 0.0069
Br 3.5752 2.2254 0.2647
H 2.9483 -1.3844 0.4095
H 1.9568 -2.0145 -0.9004
H 3.3860 -0.6694 -1.0607
H -4.5338 -1.0282 0.1688
H -3.5713 -0.6896 1.6022
H 1.1373 2.6845 0.2840
H -2.8297 -0.6489 -0.1285
*
```

natural (NBO) population analysis, charges in e, atoms 1 to 5:
1. C -1.02
2. C -0.63
3. C -1.00
4. O -1.03
5. P 1.86